(1)
2 unconnected molecules or ions with the total composition C3H6O3S. Source: the Open Molecules 2025 dataset; level of theory: ωB97M-V/def2-TZVPD.

Last column: natural (NBO) charge in e.
Atoms and positions in Å:
O (0.62, -0.80, -1.28)  -0.85
C (-0.32, -1.31, -0.60)  0.78
O (-0.92, -2.36, -0.89)  -0.79
C (-0.71, -0.60, 0.71)  -0.52
C (-0.98, 0.89, 0.58)  -0.50
S (-1.97, 1.59, 1.97)  -0.82
H (0.08, -0.80, 1.44)  0.19
H (-1.60, -1.08, 1.11)  0.20
H (-0.06, 1.47, 0.49)  0.19
H (-1.61, 1.11, -0.28)  0.18
H (3.21, 0.46, -0.85)  0.43
H (1.78, 0.36, -1.27)  0.52
O (2.49, 1.05, -1.12)  -1.01

Computed properties:
Multiplicity   1
Net charge   -2

---

(2)
A gas-phase ion, CH3N4Si (charge -1) in a non-equilibrium geometry. Source: the Open Molecules 2025 dataset; level of theory: ωB97M-V/def2-TZVPD.

Last column: natural (NBO) charge in e.
Atoms and positions in Å:
C (-0.91, -1.21, 1.78)  -0.06
N (0.65, 1.24, -1.79)  0.25
N (1.05, 0.58, -0.92)  -0.61
N (-1.47, -1.89, 2.54)  -0.49
N (0.52, 1.95, -2.69)  -0.33
Si (0.07, -0.32, 0.34)  0.82
H (-0.10, -1.27, -0.68)  -0.18
H (1.17, 0.20, 1.19)  -0.18
H (-0.98, 0.72, 0.22)  -0.20

Computed properties:
Multiplicity   1
Net charge   -1

---

(3)
2 unconnected molecules or ions with the total composition C2H2OS2 in a non-equilibrium geometry. Source: the Open Molecules 2025 dataset; level of theory: ωB97M-V/def2-TZVPD.

Last column: natural (NBO) charge in e.
Atoms and positions in Å:
C (0.14, 0.70, -0.21)  -0.25
C (-0.18, -0.38, 0.19)  -0.22
O (3.50, -0.36, 0.26)  -0.67
S (3.24, 1.08, -0.28)  0.40
S (2.80, -1.81, 0.06)  0.27
H (0.34, 1.80, -0.27)  0.25
H (-0.28, -1.36, 0.41)  0.22

Computed properties:
Multiplicity   1
Net charge   0

---

(4)
10 unconnected molecules or ions with the total composition H20O10 in a non-equilibrium geometry. Source: the Open Molecules 2025 dataset; level of theory: ωB97M-V/def2-TZVPD.

Last column: natural (NBO) charge in e.
Atoms and positions in Å:
O (0.42, 0.25, -0.30)  -0.93
H (1.22, -0.23, -0.54)  0.48
H (-0.22, -0.44, -0.10)  0.47
O (-0.86, -1.55, -3.67)  -0.93
H (-1.50, -1.73, -2.96)  0.45
H (-0.01, -1.76, -3.27)  0.48
O (-4.53, 0.53, 0.48)  -0.94
H (-5.18, 0.13, -0.10)  0.47
H (-4.47, 1.44, 0.17)  0.47
O (0.35, 0.71, -3.60)  -0.93
H (0.56, 0.55, -2.67)  0.47
H (0.72, 1.58, -3.78)  0.46
O (-1.41, 1.74, 3.91)  -0.93
H (-2.29, 2.13, 3.95)  0.46
H (-1.45, 1.15, 3.15)  0.47
O (-1.29, 1.79, 0.83)  -0.94
H (-1.36, 2.70, 0.52)  0.48
H (-1.77, 1.28, 0.16)  0.47
O (2.12, -2.27, -2.86)  -0.96
H (2.48, -3.16, -2.82)  0.48
H (2.84, -1.74, -3.23)  0.48
O (1.15, 0.40, 1.59)  -0.96
H (1.11, 1.07, 0.90)  0.50
H (0.49, -0.25, 1.32)  0.46
O (1.95, -3.22, 0.69)  -0.94
H (2.51, -2.68, 1.27)  0.48
H (1.73, -2.62, -0.03)  0.46
O (2.06, 1.76, 3.63)  -0.96
H (1.91, 0.98, 3.08)  0.49
H (2.70, 1.47, 4.29)  0.45

Computed properties:
Multiplicity   1
Net charge   0

---

Total energy values (in eV) by entry order: -20186.062 -14922.876 -25817.965 -20797.065.